The following is a DFT calculation (ωB97M-V/def2-TZVPD) of C10H6InN2O5 as an isolated structure in a non-equilibrium geometry.

Structure (ORCA input):
```
! wB97M-V def2-TZVPD RIJCOSX def2/J DEFGRID3
* xyz 3 1
In -0.594 1.328 -0.621
O 2.259 2.622 -1.552
O -0.366 2.907 2.196
O -0.962 0.102 -3.611
O -3.591 0.386 0.131
O -2.027 4.190 -1.866
N -1.270 -0.975 1.797
N 0.372 -0.483 0.129
C -1.545 3.242 -1.458
C -2.537 0.779 -0.171
C -0.850 0.591 -2.574
C -0.129 -1.243 1.089
C -0.464 2.398 1.161
C 1.514 -0.709 -0.568
C 2.260 -1.818 -0.249
C 1.216 2.233 -1.246
C 1.789 -2.682 0.738
C 0.600 -2.405 1.384
H 1.878 -0.044 -1.370
H 3.185 -2.003 -0.770
H 2.365 -3.568 0.987
H 0.231 -3.064 2.151
H -1.732 -0.102 1.865
H -1.601 -1.685 2.430
*
```

Results
E_HOMO ... -19.5 eV
ΔE to the lowest compared entry with this formula, charge and spin ... 59.3 kcal/mol
Lowest unoccupied orbital energy ... -13.60 eV
Orbital gap ... 5.9 eV

Quick look at the Mulliken charges, all values in e:
1. In 1.6383
2. O -0.0265
3. O -0.0418
4. O -0.0253
5. O -0.0568
6. O -0.0080
7. N -0.3286
8. N -0.1929
9. C 0.2251
10. C 0.1098
11. C 0.2479
12. C 1.2410
13. C 0.2226
14. C 0.0595
15. C -0.9167
16. C 0.1441
17. C -0.2876
18. C -0.9006
19. H 0.2853
20. H 0.4510
21. H 0.4694
22. H 0.3990
23. H 0.0467
24. H 0.2452